Record 1
DFT (the ωB97M-V functional and the def2-TZVPD basis) results for a 3-piece molecular cluster, C3H8N3S overall in a non-equilibrium geometry.

The energy above the lowest of the compared OMol25 structures with the same formula, charge and spin is 468.3 kJ/mol. The calculation puts the gap between HOMO and LUMO at 7.03 eV. Its total charge is +1. As for the total energy: -18534.6521 eV. The largest force on an atom comes out at 0.1111 Eh/bohr. The LUMO energy is -5.4624 eV. The molecular weight comes out at 118.2 g/mol. Its HOMO energy is -12.5 eV.

```
15
Properties=species:S:1:pos:R:3:forces:R:3:nbo_charge:R:1
C 0.2461 1.5685 -1.8773 1.585 1.038 -3.510 0.14
C 1.2608 -0.6002 1.3412 4.499 -3.394 -0.933 -0.15
C -1.3207 1.9047 1.5424 -0.498 1.449 1.128 -0.48
N -0.4963 1.4707 -1.0265 -0.546 -0.644 0.971 -0.41
N -0.7007 0.6072 1.7618 -2.535 1.387 1.408 0.11
N 0.3566 0.1934 1.5756 0.647 -0.217 -0.749 0.10
S 0.1479 -3.2904 -2.2277 0.643 -1.623 -1.158 -0.35
H 0.8025 1.8074 -2.8441 -0.818 -0.643 1.972 0.28
H 2.3510 -0.7151 1.8077 -2.811 1.044 -0.273 0.30
H 1.1800 -1.4350 0.5534 -0.566 1.718 0.731 0.29
H -1.2738 2.3755 2.5604 0.156 -0.617 -0.411 0.27
H -0.8054 2.6319 0.8776 -0.618 -1.063 0.178 0.27
H -2.4410 1.7797 1.4537 1.480 -0.127 -0.562 0.29
H 1.1825 -3.8177 -3.0002 -0.670 0.818 0.756 0.17
H -0.4895 -4.4804 -2.4980 0.053 0.873 0.451 0.18
```
Forces are in eV/Å.


Record 2
DFT (the ωB97M-V functional and the def2-TZVPD basis) results for a 2-piece molecular cluster, C3H6IN2 overall in a non-equilibrium geometry.

The energy above the lowest of the compared OMol25 structures with the same formula, charge and spin is 295.8 kJ/mol. The calculation puts the gap between HOMO and LUMO at 9.77 eV. Its total charge is +1. As for the total energy: -14279.0471 eV. The largest force on an atom comes out at 0.1301 Eh/bohr. The LUMO energy is -4.4181 eV. The molecular weight comes out at 197.0 g/mol. Its HOMO energy is -14.2 eV.

```
12
Properties=species:S:1:pos:R:3:forces:R:3:nbo_charge:R:1
C -0.3030 -1.3428 -0.3673 -0.071 -0.377 -0.167 0.06
C 1.1660 0.0054 0.6973 -0.170 -1.423 0.317 -0.10
C -0.8787 0.0546 -0.5625 0.190 0.688 -6.651 -0.31
N 0.7536 -1.2773 0.3153 -0.050 -1.567 -0.631 -0.34
N 0.0524 0.9654 0.0424 2.347 2.270 3.203 -0.62
I -2.8950 0.2213 0.0139 0.263 0.160 -0.078 0.32
H -0.7511 -2.3383 -0.7517 0.633 2.023 0.696 0.27
H 1.0379 -0.0223 1.7638 0.055 0.854 0.652 0.24
H 2.2520 0.0734 0.4763 -0.858 1.109 -0.469 0.27
H -0.5704 0.5564 -1.9384 -1.809 -2.196 3.564 0.26
H -0.4529 1.4217 0.8809 1.250 -0.179 -1.665 0.47
H 0.5892 1.6824 -0.5701 -1.782 -1.362 1.229 0.48
```
Forces are in eV/Å.